Version one
A structure of composition C14H23BN6Pt, computed with ωB97M-V/def2-TZVPD.

Results
highest occupied orbital energy (alpha / beta) = -7.84 / -8.38 eV
HOMO-LUMO gap (alpha / beta) = 8.29 / 7.06 eV
multiplicity = 3
E_LUMO (alpha / beta) = 0.45 / -1.32 eV

```
45
C14H23BN6Pt | the Open Molecules 2025 dataset | ωB97M-V/def2-TZVPD
Pt 1.238 0.322 0.453
N 0.904 -0.709 -2.597
N 0.334 1.695 -2.318
N -1.621 -0.018 -2.780
N 0.439 1.704 -0.935
N 1.103 -0.964 -1.238
N -1.962 -0.174 -1.477
C 0.648 2.981 -0.506
C 1.235 1.027 3.166
C 1.877 -2.087 -1.134
C -3.826 -0.593 -2.740
C 1.739 -0.214 2.274
C -2.940 -3.355 2.543
C -3.244 -0.557 -1.446
C -2.735 -0.218 -3.595
C 1.724 -1.518 -3.300
C 2.331 -2.420 -2.409
C 0.840 3.767 -1.642
C -0.019 0.624 3.970
C 2.461 1.424 3.954
C 0.662 2.924 -2.765
B -0.112 0.386 -3.055
H 0.053 0.578 -4.214
H 2.215 2.175 4.711
H 3.224 1.755 3.240
H 0.715 3.100 0.581
H -3.705 -2.667 2.640
H -3.319 -4.221 1.981
H 2.071 -2.461 -0.129
H 0.904 1.899 2.548
H -2.617 -3.662 3.549
H 1.848 -1.374 -4.355
H 1.088 4.796 -1.590
H 2.720 -0.018 1.688
H -0.950 0.518 3.368
H 3.036 -3.190 -2.614
H 0.755 3.090 -3.818
H 0.172 -0.374 4.386
H 2.813 0.479 4.375
H 1.375 -1.247 2.573
H -2.111 -2.879 1.999
H -3.658 -0.767 -0.460
H -2.611 -0.056 -4.683
H -4.861 -0.835 -2.987
H -0.232 1.336 4.789
```

=====

Version two
A structure of composition C14H23BN6Pt, computed with ωB97M-V/def2-TZVPD.

Results
highest occupied orbital energy (alpha / beta) = -8.09 / -8.63 eV
HOMO-LUMO gap (alpha / beta) = 8.44 / 7.31 eV
multiplicity = 3
E_LUMO (alpha / beta) = 0.34 / -1.32 eV

```
45
C14H23BN6Pt | the Open Molecules 2025 dataset | ωB97M-V/def2-TZVPD
Pt 2.295 0.588 -0.021
N 0.613 1.757 -2.335
N 1.857 -0.729 -1.441
N 1.240 1.868 -1.108
N -2.271 -0.084 -1.950
N 1.175 -0.606 -2.642
N -1.517 0.108 -3.066
C 1.454 3.189 -0.833
C -2.336 -0.038 -4.174
C -2.594 -3.192 2.188
C 2.627 -1.867 -1.493
C 1.766 -1.458 -3.518
C 0.644 0.780 3.641
C -3.509 -0.408 -2.329
C -3.606 -0.374 -3.736
C 1.165 3.896 -2.005
C 2.900 1.695 3.953
C 2.416 0.222 1.877
C 0.690 2.968 -2.932
C 2.650 -2.278 -2.824
C 1.873 1.292 2.910
B 0.068 0.457 -3.020
H 1.805 3.492 0.160
H 2.487 2.427 4.646
H -4.491 -0.570 -4.303
H 3.414 -0.180 2.114
H 0.902 -0.116 4.205
H 0.260 1.522 4.347
H 1.572 2.177 2.330
H -0.195 0.542 2.989
H 0.293 0.657 -4.194
H -2.199 -3.512 3.159
H -1.798 -2.687 1.626
H -2.919 -4.078 1.630
H 1.783 -0.677 1.744
H 3.206 0.817 4.521
H -3.396 -2.544 2.326
H 0.405 3.037 -3.971
H 3.770 2.170 3.512
H -4.304 -0.656 -1.642
H 3.107 -2.273 -0.599
H 1.565 -1.363 -4.579
H 1.255 4.960 -2.122
H 3.252 -3.076 -3.232
H -1.966 0.117 -5.172
```

=====

Energetically preferred structure: version one | next structure: +0.115 eV

=====

Version one
The ion C5H8N with charge +1, computed with ωB97M-V/def2-TZVPD.

Results
highest occupied orbital energy (alpha / beta) = -11.75 / -16.19 eV
HOMO-LUMO gap (alpha / beta) = 7.39 / 11.08 eV
multiplicity = 3
total charge = +1
E_LUMO (alpha / beta) = -4.36 / -5.11 eV

```
14
C5H8N | the Open Molecules 2025 dataset | ωB97M-V/def2-TZVPD
N 0.989 0.679 0.134
C -1.526 0.655 -0.159
C -0.319 -0.136 0.218
C 3.295 -0.261 -0.129
C -2.754 -0.062 -0.132
C 2.133 0.287 -0.047
H -2.946 -0.034 -1.159
H -2.609 -1.088 0.220
H -0.658 -0.263 1.300
H -3.502 0.568 0.485
H -0.352 -1.163 -0.213
H 3.504 -0.571 -1.165
H 0.660 1.676 -0.024
H 4.084 -0.286 0.670
```

=====

Version two
The ion C5H8N with charge +1, computed with ωB97M-V/def2-TZVPD.

Results
highest occupied orbital energy (alpha / beta) = -9.70 / -16.18 eV
HOMO-LUMO gap (alpha / beta) = 6.21 / 9.94 eV
multiplicity = 3
total charge = +1
E_LUMO (alpha / beta) = -3.49 / -6.25 eV

```
14
C5H8N | the Open Molecules 2025 dataset | ωB97M-V/def2-TZVPD
N -2.092 -0.017 -0.216
C 0.007 0.361 0.151
C 2.505 0.260 -0.432
C -1.160 -0.372 0.891
C 1.609 0.218 0.547
C -0.823 -0.723 -0.462
H -3.025 -0.391 -0.319
H 3.558 0.149 -0.212
H -2.138 1.059 -0.525
H -0.252 1.306 -0.253
H -0.802 -1.628 -1.177
H 1.803 0.451 1.632
H 2.073 0.182 -1.433
H -1.263 -0.855 1.809
```

=====

Energetically preferred structure: version one | next structure: +1.905 eV

=====

Version one
A cluster of 2 separate species, C3HF3 in total, computed with ωB97M-V/def2-TZVPD.

Results
highest occupied orbital energy (alpha / beta) = -11.03 / -9.71 eV
HOMO-LUMO gap (alpha / beta) = 10.52 / 6.97 eV
E_LUMO (alpha / beta) = -0.51 / -2.74 eV

```
7
C3HF3 | the Open Molecules 2025 dataset | ωB97M-V/def2-TZVPD
F 2.076 0.807 -3.967
F 3.311 2.254 -2.718
F 1.224 2.829 -3.471
C -0.001 0.033 -0.121
C 0.523 0.016 -1.201
C 2.115 1.817 -3.157
H -0.567 0.289 0.707
```

=====

Version two
The molecule C3HF3, computed with ωB97M-V/def2-TZVPD.

Results
highest occupied orbital energy = -10.62 eV
HOMO-LUMO gap = 11.24 eV
structure (SMILES) = FC1=C(F)C1F
E_LUMO = 0.62 eV

```
7
C3HF3 | the Open Molecules 2025 dataset | ωB97M-V/def2-TZVPD
F 1.300 -0.013 -1.504
F -1.014 1.739 0.453
F -1.493 -1.690 0.358
C -0.698 -0.641 0.150
C -0.468 0.604 0.178
C 0.843 -0.026 -0.231
H 1.529 0.027 0.596
```

=====

Energetically preferred structure: version two | next structure: +3.587 eV

=====

Version one
The molecule C6H4S2, computed with ωB97M-V/def2-TZVPD.

Results
highest occupied orbital energy = -9.03 eV
HOMO-LUMO gap = 8.61 eV
structure (SMILES) = C#CC(C#C)C(=S)S
E_LUMO = -0.42 eV

```
12
C6H4S2 | the Open Molecules 2025 dataset | ωB97M-V/def2-TZVPD
S -1.433 0.035 1.896
S -2.574 -0.015 -0.856
C 1.434 2.244 0.104
C 1.504 -2.182 0.173
C 0.840 1.238 -0.135
C 0.084 -0.043 -0.474
C 0.852 -1.197 -0.117
C -1.254 0.005 0.309
H 2.039 3.129 0.212
H -3.408 -0.024 0.143
H -0.099 -0.055 -1.570
H 2.016 -3.134 0.317
```

=====

Version two
The molecule C6H4S2, computed with ωB97M-V/def2-TZVPD.

Results
highest occupied orbital energy = -8.37 eV
HOMO-LUMO gap = 8.35 eV
E_LUMO = -0.02 eV

```
12
C6H4S2 | the Open Molecules 2025 dataset | ωB97M-V/def2-TZVPD
S 1.736 -0.774 1.244
S 1.095 -0.222 -1.716
C -0.313 0.549 -1.917
C 0.598 -1.277 -0.038
C -0.765 -1.089 0.173
C 0.554 1.801 1.836
C -1.885 -0.717 0.183
C 1.101 0.771 1.635
H -2.914 -0.706 0.032
H -0.372 1.140 -2.788
H 0.126 2.737 1.791
H 1.037 -2.210 -0.434
```

=====

Energetically preferred structure: version one | next structure: +2.812 eV

=====

Version one
The molecule C5H7F2NO2, computed with ωB97M-V/def2-TZVPD.

Results
highest occupied orbital energy = -9.79 eV
HOMO-LUMO gap = 10.39 eV
structure (SMILES) = O=C(O)CN1CC(F)(F)C1
E_LUMO = 0.60 eV

```
17
C5H7F2NO2 | the Open Molecules 2025 dataset | ωB97M-V/def2-TZVPD
F 1.202 2.074 -1.675
F -0.300 3.005 -0.552
O -1.885 -1.787 0.370
O -0.441 -3.478 0.239
N -0.027 0.114 0.542
C -0.705 -2.317 0.392
C -0.587 0.579 -0.796
C 0.368 1.839 -0.677
C 0.507 -1.204 0.460
C 0.922 1.214 0.652
H -1.841 -0.820 0.614
H 0.959 -1.422 -0.499
H -1.700 0.894 -0.842
H 1.213 -1.296 1.297
H -0.393 -0.144 -1.595
H 0.719 1.836 1.477
H 1.989 0.913 0.594
```

=====

Version two
A cluster of 2 separate species, C5H7F2NO2 in total, computed with ωB97M-V/def2-TZVPD.

Results
highest occupied orbital energy = -9.05 eV
HOMO-LUMO gap = 8.02 eV
E_LUMO = -1.03 eV

```
17
C5H7F2NO2 | the Open Molecules 2025 dataset | ωB97M-V/def2-TZVPD
F -0.018 -2.484 -0.117
F -1.870 -0.236 1.589
O -1.073 1.358 -2.692
O 0.567 0.031 -1.978
N 0.251 0.925 0.730
C -0.285 0.851 -1.767
C 0.612 -0.320 0.833
C 0.963 -1.509 0.069
C 1.246 -1.398 1.570
C -0.715 1.256 -0.322
H 2.228 -1.242 1.846
H -0.902 2.334 -0.351
H 0.680 -2.017 2.181
H 0.010 1.168 1.711
H -1.596 0.686 -0.056
H 1.697 -1.482 -0.831
H -1.794 2.076 -2.414
```

=====

Energetically preferred structure: version one | next structure: +3.421 eV